(1)
155
Properties=species:S:1:pos:R:3:forces:R:3 method="wB97M-V/def2-TZVPD" total_energy_ev=-227323.130 relative_energy_kj_mol=0.0 lumo_ev=-0.13 homo_energy_ev=-9.37 total_charge=0
C -12.1257 -23.3201 -24.9863 -0.04 -0.02 -0.60
C -13.1572 -24.3043 -24.4834 -0.84 -0.67 1.00
C -14.3898 -24.3373 -25.4072 1.17 -1.59 -0.36
S -13.6671 -24.2647 -27.0635 0.97 -2.45 1.23
O -14.3623 -23.1632 -27.6499 -0.34 0.75 -1.78
O -13.5850 -25.6367 -27.6694 -0.11 3.23 1.07
C -11.9931 -23.6391 -26.5048 -0.66 0.45 -0.48
H -11.1480 -23.4082 -24.5124 -0.09 -0.25 0.09
H -12.4770 -22.3238 -24.7179 0.06 0.27 -0.72
H -13.5526 -24.1411 -23.4808 0.40 0.50 0.18
H -12.6946 -25.2873 -24.3949 -0.15 -0.25 -0.41
H -15.1535 -23.5703 -25.2791 0.37 0.06 -0.07
H -14.8138 -25.3413 -25.3949 -0.38 0.15 0.26
H -11.8515 -22.7685 -27.1453 0.03 0.19 0.16
H -11.2053 -24.3374 -26.7872 -0.20 -0.26 0.40
C -12.7047 -21.2245 -31.6265 -0.83 -0.60 1.66
C -11.7321 -20.1608 -32.1315 0.92 -0.39 0.57
C -11.3861 -19.0940 -30.9988 -0.42 -0.48 -0.98
S -11.9374 -19.8177 -29.4560 -0.59 -0.85 0.52
O -13.1373 -19.0848 -29.0533 1.00 -0.42 0.13
O -10.8272 -20.0380 -28.5088 -1.39 0.74 -0.96
C -12.3964 -21.4579 -30.1168 0.24 0.76 -0.07
H -12.6414 -22.2266 -32.0508 0.56 0.24 -0.62
H -13.7470 -20.9676 -31.8159 -0.06 0.36 0.46
H -12.1193 -19.7198 -33.0500 0.29 0.24 0.17
H -10.8360 -20.7437 -32.3447 0.33 0.48 -0.28
H -11.9447 -18.1764 -31.1834 -0.14 -0.10 0.34
H -10.3431 -18.8097 -30.8594 0.12 -0.39 -0.35
H -13.1334 -21.9407 -29.4751 -0.49 0.43 -0.17
H -11.5004 -22.0550 -29.9470 0.29 0.09 -0.44
C -11.2858 -14.8589 -27.7820 -1.29 0.08 -0.50
C -12.3650 -15.9140 -27.3072 -0.08 0.26 -0.46
C -11.6440 -16.9644 -26.4360 0.02 0.55 0.04
S -10.0753 -16.2067 -26.0370 1.54 0.02 -1.94
O -8.9908 -16.7254 -26.9045 -1.54 0.70 1.03
O -9.8738 -16.2696 -24.6302 0.29 -0.09 1.78
C -10.4789 -14.5063 -26.5638 0.41 -1.15 0.08
H -11.7330 -13.9616 -28.2098 -0.27 -0.09 0.04
H -10.6419 -15.2535 -28.5681 0.00 -0.25 0.09
H -12.9854 -16.3422 -28.0945 0.77 -0.38 -0.47
H -13.1821 -15.4505 -26.7543 0.45 0.48 0.59
H -11.4470 -17.9401 -26.8802 -0.11 0.09 -0.15
H -12.0755 -17.0711 -25.4408 -0.25 -0.25 -0.21
H -9.5399 -13.9837 -26.7459 -0.07 -0.07 -0.02
H -11.0754 -14.0173 -25.7936 0.09 -0.10 0.09
C -2.7998 -19.6173 -26.5955 0.40 0.45 -1.83
C -2.8101 -18.3037 -27.5444 0.16 -2.02 -0.47
C -2.5109 -18.8028 -29.0288 1.08 -0.13 1.55
S -3.3014 -20.4383 -29.1506 1.91 0.68 0.35
O -2.2894 -21.3592 -29.6636 -1.53 0.57 0.68
O -4.5629 -20.2280 -29.8258 -0.52 -0.35 -0.04
C -3.6541 -20.6399 -27.3570 0.03 -0.08 0.38
H -3.1595 -19.4834 -25.5753 -0.09 0.30 -0.42
H -1.8060 -20.0554 -26.5032 0.27 0.42 -0.14
H -2.0292 -17.5965 -27.2648 -0.49 0.24 0.17
H -3.8450 -17.9622 -27.5209 0.18 0.63 0.22
H -1.4367 -18.9432 -29.1492 0.20 -0.74 0.61
H -2.5924 -18.1383 -29.8890 -1.46 0.07 0.14
H -3.4474 -21.6519 -27.0088 0.12 -0.13 -0.47
H -4.7122 -20.4677 -27.1601 -0.07 0.15 -0.45
C -4.5888 -15.8570 -25.0065 2.14 -0.15 -0.58
C -6.0313 -15.5687 -24.7249 -0.16 1.44 -1.04
C -6.7192 -16.7975 -24.3118 -0.01 -2.05 1.00
S -5.4176 -18.1720 -24.0889 -1.40 3.37 -0.04
O -5.3616 -18.9222 -25.3073 0.14 -0.76 -0.56
O -5.6822 -18.8198 -22.8301 0.49 -0.55 0.21
C -4.0429 -16.9187 -24.0344 -1.01 -0.55 0.67
H -3.9782 -14.9584 -25.0942 0.08 0.18 0.84
H -4.4069 -16.2199 -26.0181 -0.59 -0.52 -0.17
H -6.4955 -15.1916 -25.6362 0.03 0.06 -0.14
H -6.2042 -14.7747 -23.9983 0.46 -0.04 0.20
H -7.4592 -17.1175 -25.0454 0.07 -0.33 0.31
H -7.1408 -16.6308 -23.3206 -0.32 -0.60 -0.13
H -3.0641 -17.3851 -24.1462 -0.10 0.02 -0.62
H -4.0865 -16.6126 -22.9891 -0.07 0.32 0.08
C -3.2230 -22.6332 -22.6305 1.54 1.14 0.58
C -2.8358 -22.6823 -24.0940 0.48 1.27 -1.28
C -1.3639 -22.0743 -24.3021 -0.76 -0.94 1.84
S -1.2446 -20.7560 -23.0129 -1.90 -0.03 -1.62
O -1.3774 -19.4543 -23.6716 0.13 -0.70 0.65
O -0.1128 -21.0343 -22.1871 0.30 0.04 0.65
C -2.9089 -21.1279 -22.1927 0.71 -1.32 -1.18
H -2.5665 -23.2830 -22.0518 -0.23 -0.20 0.23
H -4.2638 -22.9459 -22.5462 0.06 0.25 0.36
H -3.5916 -22.0285 -24.5290 0.14 0.21 -0.66
H -3.0035 -23.6469 -24.5731 0.41 -0.09 0.16
H -0.9025 -21.7552 -25.2367 -0.92 0.31 -0.19
H -0.6642 -22.8279 -23.9408 0.02 -0.10 0.21
H -3.5738 -20.4639 -22.7449 -0.11 0.17 0.41
H -2.8368 -20.9265 -21.1239 -0.07 0.00 -0.18
C -6.8357 -21.7543 -21.7368 0.22 1.62 0.86
C -8.1982 -21.1070 -21.7176 -0.12 -1.01 0.24
O -8.8203 -21.7933 -20.6450 -1.09 -2.41 1.38
S -8.3930 -23.4448 -20.5696 -0.22 1.94 1.69
O -9.3581 -24.3574 -21.1805 2.13 2.00 0.40
O -8.0060 -23.7095 -19.1781 -0.67 0.49 -2.95
O -7.0757 -23.1219 -21.4624 -0.54 -2.49 -0.84
H -6.2336 -21.4474 -20.8816 0.07 0.60 -0.12
H -6.3247 -21.4724 -22.6575 0.12 -1.04 -0.20
H -8.7568 -21.3771 -22.6137 0.08 0.52 -0.38
H -8.2178 -20.0478 -21.4608 0.12 -0.14 -0.29
C -8.9802 -20.1156 -26.2207 -1.53 1.05 -2.01
C -8.0963 -20.0550 -27.4619 0.03 3.38 -0.13
O -7.5036 -21.2737 -27.6558 0.91 -4.17 1.11
S -7.5957 -22.1996 -26.2645 2.44 1.50 1.71
O -6.2310 -22.4626 -25.6252 -4.82 0.90 -2.53
O -8.5731 -23.2279 -26.4115 0.93 -0.35 -0.36
O -8.3546 -21.0276 -25.4408 2.77 -2.69 2.39
H -9.9727 -20.5014 -26.4536 -0.12 0.31 -0.14
H -9.0566 -19.1765 -25.6727 0.12 -0.01 -0.25
H -7.2654 -19.3705 -27.2911 -0.04 0.44 0.32
H -8.5717 -19.7227 -28.3848 -0.37 -0.34 0.25
C -7.1062 -27.1143 -24.5079 1.13 0.73 -0.54
C -6.4826 -25.7011 -24.1022 0.11 -1.39 -0.42
O -5.2588 -25.5706 -24.8837 -0.26 -0.33 -1.41
S -5.2664 -26.5008 -26.2774 0.20 0.21 -0.22
O -3.8977 -27.0298 -26.5515 -4.15 1.50 1.14
O -6.0061 -25.8155 -27.3699 1.74 -1.82 3.00
O -6.1990 -27.6536 -25.5143 0.67 0.81 -1.19
H -8.0972 -26.9622 -24.9356 0.12 -0.10 -0.10
H -7.1399 -27.8949 -23.7480 0.09 0.38 0.15
H -6.1471 -25.6301 -23.0676 -0.16 -0.15 -0.10
H -7.2452 -24.9484 -24.3023 0.50 0.31 -0.29
C -5.8157 -16.9463 -30.7568 0.41 -0.96 0.07
C -6.6450 -17.7080 -29.6544 0.95 1.20 1.18
O -7.9969 -17.3466 -29.8177 -1.32 1.94 -1.57
S -8.0227 -15.7775 -30.4525 0.47 -1.51 2.18
O -7.5113 -14.8997 -29.3860 -1.05 -1.24 -2.41
O -9.3417 -15.5333 -31.0500 3.41 -0.64 0.66
O -6.7226 -16.1736 -31.4535 -4.16 2.34 -0.88
H -5.3823 -17.5657 -31.5420 0.24 -0.30 0.40
H -5.1098 -16.1971 -30.3982 0.46 -0.75 0.72
H -6.3556 -17.2042 -28.7322 0.30 -0.40 0.42
H -6.5874 -18.7865 -29.5074 0.23 0.17 -0.79
C -11.4602 -17.8700 -20.9458 -0.21 -0.36 -1.75
C -12.6636 -17.7251 -21.8793 -0.25 -1.49 0.13
O -12.8947 -19.0873 -22.4089 0.95 -0.34 -0.16
S -11.4950 -19.9529 -22.6010 -0.49 1.09 0.67
O -10.9777 -19.9055 -23.9625 -0.78 0.38 2.25
O -11.6655 -21.2620 -21.9976 0.28 2.26 -0.66
O -10.6398 -18.8633 -21.6323 -0.17 -1.06 -0.60
H -11.7064 -18.1965 -19.9355 0.04 -0.07 -0.17
H -10.9671 -16.8985 -20.9793 0.54 -0.34 0.32
H -12.5175 -17.0648 -22.7341 0.22 0.05 0.21
H -13.5429 -17.4514 -21.2960 -0.13 -0.10 -0.35
C -6.9805 -21.7773 -31.8702 -1.93 -0.91 -0.02
C -6.1143 -21.0085 -32.8584 -0.60 -0.32 0.97
O -4.8093 -21.0022 -32.4065 1.30 0.03 -0.62
O -7.4873 -21.0372 -30.7684 0.27 1.25 0.62
H -6.5712 -22.6975 -31.4534 0.78 0.04 -0.51
H -7.9295 -22.0981 -32.2997 0.12 -0.19 -0.97
H -6.4918 -19.9881 -32.9241 -0.39 0.23 -0.14
H -6.1451 -21.4461 -33.8562 -0.03 -0.17 0.08
H -4.7972 -20.6538 -31.5120 0.11 0.06 0.33
H -7.1600 -21.3848 -29.9356 0.22 -0.04 -0.02


(2)
125
Properties=species:S:1:pos:R:3:forces:R:3 method="wB97M-V/def2-TZVPD" total_energy_ev=-81138.337 lumo_ev=0.70 homo_energy_ev=-8.76 total_charge=0
C -2.7156 -3.2159 3.3833 -0.13 0.07 0.09
C -3.9919 -3.3394 2.5296 -0.05 -0.08 0.05
P -3.7036 -3.6044 0.7090 0.28 -0.14 -0.06
C -2.4423 -2.3521 0.1997 -0.06 0.13 0.04
C -0.9909 -2.8596 0.2912 -0.04 0.07 -0.24
C 0.0737 -1.7667 0.4084 0.01 -0.08 -0.06
C 0.2670 -1.1211 1.7808 0.23 0.09 0.29
N -0.7959 -0.2801 2.3386 -0.40 0.11 0.01
C -0.9305 1.0361 1.8157 -0.04 -0.09 -0.01
C -1.9214 1.2710 0.6984 -0.19 0.09 0.16
O -0.2708 1.9395 2.2644 0.43 -0.06 -0.14
P -5.4834 -2.5884 -0.0116 -0.06 -0.02 0.00
O -6.6752 -3.4412 0.1200 0.03 0.14 0.00
O -5.0837 -2.0545 -1.4667 -0.27 -0.22 0.08
O -5.6440 -1.1470 0.6891 0.07 -0.13 0.05
H -2.8158 -2.3989 4.0992 -0.01 -0.02 0.01
H -1.8235 -3.0122 2.7960 0.01 -0.04 0.01
H -2.5414 -4.1206 3.9646 0.10 -0.03 -0.10
H -4.5573 -4.2181 2.8427 -0.08 0.07 0.04
H -4.6389 -2.4779 2.6976 0.08 0.06 -0.06
H -2.5995 -1.3934 0.6959 -0.02 -0.11 0.12
H -2.6648 -2.1790 -0.8560 0.04 0.09 0.03
H -0.7839 -3.3990 -0.6325 -0.02 -0.14 0.07
H -0.8507 -3.6058 1.0784 0.00 0.09 0.08
H -0.0796 -1.0113 -0.3707 -0.04 0.03 0.06
H 1.0321 -2.2423 0.1753 0.01 0.05 -0.03
H 0.4756 -1.9128 2.5074 -0.02 0.02 0.00
H 1.1604 -0.4919 1.7550 0.01 -0.04 0.01
H -1.6905 -0.7482 2.4060 0.07 -0.10 -0.34
H -1.7272 2.2311 0.2236 -0.02 0.03 0.04
H -1.8927 0.4704 -0.0389 0.03 0.00 0.04
H -2.9352 1.3005 1.1125 0.01 -0.06 -0.04
H -4.8943 -2.7936 -2.0614 0.15 0.15 -0.16
H -6.3551 -1.2072 1.3393 -0.06 0.11 -0.03
C -2.6132 -1.1830 -5.4963 -0.02 0.01 0.00
C -2.3674 -0.0053 -4.5536 0.07 -0.06 0.00
C -2.9334 -0.5376 -3.2447 -0.05 0.07 -0.03
O -2.7283 -1.9561 -3.2692 -0.06 -0.12 0.03
C -2.3402 -2.3703 -4.5819 0.03 0.04 -0.02
H -1.9734 -1.1790 -6.3775 0.01 0.01 0.00
H -3.6534 -1.1907 -5.8282 0.00 0.00 0.00
H -1.2963 0.1838 -4.4581 0.00 0.00 0.00
H -2.8500 0.9177 -4.8703 -0.01 -0.01 -0.01
H -4.0048 -0.3387 -3.1598 0.01 0.02 0.01
H -2.4385 -0.1260 -2.3637 0.01 -0.02 0.01
H -1.2764 -2.6306 -4.5758 0.00 0.01 0.00
H -2.9106 -3.2605 -4.8508 0.00 0.00 0.01
C 0.9259 -7.6804 -1.0943 -0.01 0.08 0.01
C 1.6758 -7.0390 -2.2602 0.01 -0.01 0.00
C 1.0597 -5.6461 -2.2919 -0.01 -0.03 -0.01
O 0.7160 -5.3320 -0.9416 0.05 0.04 -0.01
C 0.8028 -6.5069 -0.1318 0.01 -0.02 0.00
H 1.4381 -8.5359 -0.6619 -0.01 -0.01 -0.01
H -0.0608 -8.0145 -1.4187 0.00 -0.01 0.00
H 2.7433 -6.9779 -2.0372 0.00 0.01 0.00
H 1.5536 -7.5733 -3.2013 -0.01 -0.01 0.01
H 0.1511 -5.6312 -2.9047 0.00 0.00 0.00
H 1.7404 -4.8799 -2.6664 0.00 0.00 0.01
H 1.6846 -6.4290 0.5142 0.00 -0.01 0.00
H -0.0851 -6.5596 0.5006 0.00 0.01 0.00
C -0.6713 6.7536 -0.0895 0.01 0.01 0.06
C -0.2132 5.9440 1.1232 0.01 -0.02 -0.05
C -1.3734 4.9730 1.2984 0.01 0.05 0.05
O -1.8942 4.7344 -0.0146 0.00 -0.05 -0.01
C -1.3449 5.6814 -0.9350 0.03 0.00 -0.01
H 0.1429 7.2514 -0.6160 0.01 -0.02 -0.01
H -1.4041 7.5042 0.2094 0.00 0.01 -0.02
H 0.7062 5.3990 0.8940 0.00 -0.01 0.01
H -0.0378 6.5470 2.0136 -0.01 0.02 -0.01
H -2.1624 5.4138 1.9201 0.00 0.02 -0.02
H -1.0718 4.0222 1.7338 0.00 0.01 0.01
H -0.6212 5.1713 -1.5814 0.00 0.00 0.00
H -2.1510 6.0737 -1.5566 -0.01 0.00 0.01
C 3.1348 3.1679 1.0693 0.02 0.00 0.00
C 4.0164 4.1666 0.3207 0.00 0.01 0.01
C 4.1476 3.4947 -1.0400 0.01 0.00 0.02
O 2.9322 2.7747 -1.2525 0.02 -0.02 -0.01
C 2.1900 2.7118 -0.0326 -0.10 0.03 0.02
H 2.6042 3.5958 1.9187 -0.01 0.00 0.00
H 3.7339 2.3285 1.4296 0.00 0.00 0.00
H 3.4987 5.1239 0.2210 -0.01 0.00 -0.01
H 4.9785 4.3532 0.7961 -0.01 0.01 0.00
H 4.9878 2.7908 -1.0524 0.01 0.01 0.00
H 4.2815 4.2029 -1.8592 0.00 0.00 0.00
H 1.3230 3.3781 -0.1050 -0.02 -0.03 0.01
H 1.8238 1.6937 0.1087 0.01 -0.01 -0.02
C 1.6070 -13.0755 -0.8366 -0.01 0.00 0.01
C 0.4970 -13.2359 -1.8742 0.01 0.00 -0.01
C -0.1653 -11.8649 -1.8253 0.00 -0.02 0.00
O 0.8694 -10.9341 -1.5026 0.01 0.00 -0.01
C 2.0382 -11.6339 -1.0746 0.00 -0.02 0.00
H 2.4260 -13.7828 -0.9581 0.00 0.00 -0.01
H 1.2019 -13.1901 0.1708 0.00 0.01 0.00
H 0.9264 -13.4162 -2.8617 0.00 0.01 0.00
H -0.1975 -14.0444 -1.6510 0.00 0.00 0.01
H -0.9370 -11.8258 -1.0492 0.00 -0.01 0.00
H -0.6158 -11.5704 -2.7739 0.00 0.01 0.00
H 2.8006 -11.5739 -1.8589 0.00 -0.01 0.00
H 2.4279 -11.1489 -0.1781 0.00 0.01 0.00
C -4.1873 10.7735 1.3835 -0.01 -0.01 0.00
C -4.5742 9.5103 2.1516 0.02 0.00 0.00
C -4.4072 8.4393 1.0810 0.00 0.00 0.02
O -3.3540 8.8926 0.2291 0.01 -0.01 -0.06
C -3.0520 10.2598 0.5068 -0.02 0.01 0.03
H -3.8805 11.5991 2.0241 0.00 -0.01 0.01
H -5.0221 11.1109 0.7658 0.00 0.00 -0.01
H -3.8755 9.3394 2.9732 0.00 0.00 0.00
H -5.5828 9.5383 2.5614 0.00 0.01 -0.01
H -5.3212 8.3234 0.4893 0.00 0.00 0.01
H -4.1329 7.4632 1.4841 0.00 0.00 -0.01
H -2.0919 10.3161 1.0321 0.00 0.01 0.00
H -2.9590 10.7959 -0.4384 0.00 0.00 0.00
C 8.5413 5.5248 3.6248 0.00 -0.01 -0.01
C 9.3309 5.6778 2.3257 0.00 0.01 0.00
C 8.2939 5.2633 1.2892 0.02 0.00 0.01
O 7.0256 5.6483 1.8202 -0.05 -0.01 -0.04
C 7.1584 6.0007 3.1976 0.02 0.00 0.02
H 8.9455 6.1036 4.4540 0.01 0.01 -0.01
H 8.5067 4.4754 3.9243 -0.01 0.00 0.00
H 9.6191 6.7207 2.1794 -0.01 0.00 0.00
H 10.2308 5.0658 2.2853 0.00 -0.01 0.01
H 8.3037 4.1790 1.1330 0.01 0.00 0.00
H 8.4308 5.7514 0.3235 -0.01 0.00 0.00
H 7.0652 7.0871 3.3003 0.00 0.00 0.00
H 6.3488 5.5310 3.7575 0.00 0.00 -0.01